Record 1
Formula: C2H3ClO3S
Source: the OMol25 dataset
Level of theory: ωB97M-V with the def2-TZVPD basis set

XYZ file:
```
10
Properties=species:S:1:pos:R:3:forces:R:3:nbo_charge:R:1
Cl -1.275 -2.123 0.174 0.82 1.27 0.09 0.198
S 2.731 -0.423 -0.128 0.35 1.64 3.30 1.759
O 2.735 -0.696 1.338 -0.21 -0.02 -2.30 -0.949
O 2.120 -1.423 -0.974 -1.75 -1.07 -0.60 -0.917
O 1.406 0.881 -0.204 -0.22 -0.79 -0.84 -0.703
C -0.439 -0.799 -0.475 0.24 -0.13 -1.64 0.089
C 0.134 0.435 0.184 1.02 -0.81 2.71 -0.210
H 0.082 0.455 1.367 -0.36 -0.47 -2.35 0.224
H -0.654 -0.757 -1.598 0.84 0.01 1.60 0.235
H -0.493 1.197 -0.268 -0.74 0.37 0.02 0.274
```
Positions in Å, forces in eV/Å.

Computed properties:
Molar mass: 142.6 Da
Kohn-Sham gap (spin up / spin down): 6.36 / 6.36 eV
Energy: -1161.963460 Ha
Max |F|: 3.703 eV/Å

=====

Record 2
Formula: C2H3ClOS
Source: the OMol25 dataset
Level of theory: ωB97M-V with the def2-TZVPD basis set

XYZ file:
```
8
Properties=species:S:1:pos:R:3:forces:R:3:nbo_charge:R:1
Cl -2.058 1.085 0.062 -1.06 0.39 0.09 -0.011
S 0.780 0.879 -1.290 0.11 1.12 -1.75 0.136
O -1.825 -0.716 2.065 0.23 1.53 -2.07 -0.497
C 1.114 -0.176 -0.047 -0.54 -2.34 0.33 -0.656
C -1.425 -0.140 1.103 1.25 -1.89 1.86 0.442
H 1.828 0.122 0.680 0.20 1.02 0.59 0.219
H 0.369 0.206 -2.444 0.38 -0.13 1.45 0.144
H 1.217 -1.260 -0.131 -0.58 0.29 -0.49 0.222
```
Positions in Å, forces in eV/Å.

Computed properties:
Molar mass: 110.6 Da
Kohn-Sham gap (spin up / spin down): 8.39 / 7.13 eV
Energy: -1011.488859 Ha
Max |F|: 2.932 eV/Å

=====

Record 3
Formula: C2H3F
Source: the OMol25 dataset
Level of theory: ωB97M-V with the def2-TZVPD basis set

XYZ file:
```
6
Properties=species:S:1:pos:R:3:forces:R:3:nbo_charge:R:1
F -2.211 -0.119 0.025 -0.12 -1.07 -0.62 -0.344
C 0.160 -0.403 0.005 -2.11 -2.57 -0.52 -0.490
C -0.942 0.330 -0.071 -0.12 -1.96 1.38 0.241
H 0.257 -1.543 -0.003 -0.59 1.92 -0.09 0.223
H -1.055 1.327 0.161 0.78 2.43 -0.22 0.163
H 1.033 0.123 0.078 2.17 1.25 0.08 0.207
```
Positions in Å, forces in eV/Å.

Computed properties:
Molar mass: 46.0 Da
Kohn-Sham gap: 11.40 eV
Energy: -177.819422 Ha
SMILES: C=CF
Max |F|: 3.370 eV/Å

=====

Record 4
Formula: C2H3F2I
Source: the OMol25 dataset
Level of theory: ωB97M-V with the def2-TZVPD basis set

XYZ file:
```
8
Properties=species:S:1:pos:R:3:forces:R:3:nbo_charge:R:1
I -3.041 0.054 -0.113 0.45 0.04 0.25 0.028
F -0.611 1.564 1.202 -0.81 1.35 1.22 -0.340
F -1.072 -1.428 1.471 0.47 0.79 -0.16 -0.350
C -0.984 -0.605 0.363 -1.47 0.54 1.29 0.104
C -0.070 0.607 0.461 0.78 0.07 -3.95 -0.006
H -0.005 1.049 -0.730 0.02 -1.37 3.20 0.173
H -0.894 -1.237 -0.457 1.06 -0.87 -1.46 0.192
H 0.952 0.451 0.857 -0.49 -0.55 -0.40 0.199
```
Positions in Å, forces in eV/Å.

Computed properties:
Molar mass: 191.9 Da
Kohn-Sham gap: 9.92 eV
Energy: -575.388171 Ha
SMILES: FC[C@@H](F)I
Max |F|: 4.024 eV/Å

=====

Record 5
Formula: C2H3F2N3O4
Source: the OMol25 dataset
Level of theory: ωB97M-V with the def2-TZVPD basis set

XYZ file:
```
14
Properties=species:S:1:pos:R:3:forces:R:3:nbo_charge:R:1
F -0.624 -2.138 -1.126 -0.39 0.36 -0.25 -0.275
F -2.338 -0.940 -0.415 0.17 -0.90 0.64 -0.300
O -1.010 1.173 1.843 -0.32 0.23 0.72 -0.376
O 0.944 1.067 -1.800 -0.99 0.65 -1.25 -0.357
O -1.092 1.971 -0.164 -0.38 0.57 -0.12 -0.359
O 2.315 -0.163 -0.747 1.76 -1.38 0.00 -0.384
N 1.264 0.392 -0.868 -0.26 1.22 1.80 0.497
N -0.643 1.265 0.702 1.20 -0.81 -1.42 0.508
N 0.830 -0.517 1.325 2.19 -1.07 0.36 -0.834
C -1.174 -0.962 -1.030 0.80 2.10 2.12 0.639
C 0.403 0.262 0.300 -3.35 -1.76 -0.24 0.230
H 1.809 -0.688 1.487 0.70 0.02 -1.62 0.412
H 0.588 -0.515 2.284 -2.17 0.94 0.46 0.429
H -1.271 -0.208 -1.789 1.03 -0.18 -1.21 0.173
```
Positions in Å, forces in eV/Å.

Computed properties:
Molar mass: 171.1 Da
Kohn-Sham gap (spin up / spin down): 7.73 / 7.66 eV
Energy: -742.655673 Ha
Max |F|: 3.789 eV/Å

=====

Record 6
Formula: C2H3F3
Source: the OMol25 dataset
Level of theory: ωB97M-V with the def2-TZVPD basis set

XYZ file:
```
8
Properties=species:S:1:pos:R:3:forces:R:3:nbo_charge:R:1
F 0.833 -0.416 1.439 -0.17 0.94 -0.12 -0.329
F -0.520 1.318 1.054 1.37 -0.96 -0.56 -0.332
F 1.411 1.071 -0.085 -1.29 -0.39 0.92 -0.336
C 0.337 0.401 0.473 0.41 0.08 -0.11 0.984
C -0.363 -0.437 -0.547 -0.73 0.45 -0.23 -0.700
H 0.305 -1.153 -1.010 0.25 0.19 -0.13 0.240
H -1.140 -1.000 -0.052 -0.20 -0.11 0.27 0.236
H -0.862 0.216 -1.271 0.35 -0.20 -0.03 0.236
```
Positions in Å, forces in eV/Å.

Computed properties:
Molar mass: 84.0 Da
Kohn-Sham gap: 14.43 eV
Energy: -377.624428 Ha
SMILES: CC(F)(F)F
Max |F|: 1.765 eV/Å

=====

Record 7
Formula: C2H3F3N2
Source: the OMol25 dataset
Level of theory: ωB97M-V with the def2-TZVPD basis set

XYZ file:
```
10
Properties=species:S:1:pos:R:3:forces:R:3:nbo_charge:R:1
F 1.370 0.446 -1.945 0.31 -0.35 -0.24 -0.336
F 0.409 0.984 -0.131 -0.96 0.08 0.92 -0.312
F 1.321 2.511 -1.372 0.20 -0.17 0.52 -0.333
N -1.301 -1.209 1.082 2.09 -1.19 -0.14 -0.008
N -0.271 -1.840 1.290 0.78 -1.03 0.08 -0.510
C 1.437 1.258 -0.883 0.75 0.14 -0.91 0.867
C -2.106 -0.411 0.860 -3.08 1.85 -0.29 -0.039
H -0.053 -2.408 0.457 -0.13 0.23 0.38 0.340
H 2.377 1.097 -0.330 -0.26 0.31 -0.30 0.113
H -3.184 -0.428 0.971 0.31 0.11 -0.02 0.219
```
Positions in Å, forces in eV/Å.

Computed properties:
Molar mass: 112.1 Da
Kohn-Sham gap: 9.95 eV
Energy: -487.012419 Ha
Max |F|: 3.606 eV/Å

=====

Record 8
Formula: C2H3F3NO
Source: the OMol25 dataset
Level of theory: ωB97M-V with the def2-TZVPD basis set

XYZ file:
```
10
Properties=species:S:1:pos:R:3:forces:R:3:nbo_charge:R:1
F -2.039 0.711 -0.009 1.66 -0.60 -0.28 -0.440
F 1.597 0.616 -0.207 0.49 0.35 -1.41 -0.370
F 0.262 2.377 0.295 0.36 -1.04 -0.05 -0.427
O 0.190 -2.129 1.099 -0.11 0.19 0.18 -0.500
N -0.196 -1.995 -0.073 0.52 -0.29 -0.25 -0.113
C -0.709 0.264 -0.516 -0.48 -0.23 1.64 -0.095
C 0.353 0.923 0.249 -0.21 -0.21 2.86 0.481
H 0.702 -1.985 -0.674 -0.92 0.63 0.13 0.233
H -0.660 0.648 -1.485 -0.12 0.40 -2.00 0.114
H 0.501 0.570 1.321 -1.19 0.80 -0.83 0.115
```
Positions in Å, forces in eV/Å.

Computed properties:
Molar mass: 114.0 Da
Kohn-Sham gap (spin up / spin down): 7.31 / 7.31 eV
Energy: -507.478119 Ha
Total charge: -1
Max |F|: 2.880 eV/Å

=====

Record 9
Formula: C2H3FI2O
Source: the OMol25 dataset
Level of theory: ωB97M-V with the def2-TZVPD basis set

XYZ file:
```
9
Properties=species:S:1:pos:R:3:forces:R:3:nbo_charge:R:1
I 1.825 2.027 -0.261 0.26 -0.20 0.18 0.154
I 1.642 -1.701 -0.348 0.52 0.85 0.18 0.099
F 0.750 0.146 1.674 0.27 0.15 1.82 -0.360
O -1.230 -0.993 -0.403 -0.95 -1.62 0.58 -0.728
C 0.854 0.242 0.375 -3.06 -0.61 -2.66 0.074
C -0.696 0.279 -0.299 1.59 -1.12 3.56 -0.102
H -0.522 0.615 -1.231 0.56 0.81 -3.46 0.180
H -1.394 1.021 0.123 0.57 -0.24 0.82 0.187
H -1.228 -1.637 0.369 0.23 1.99 -1.02 0.496
```
Positions in Å, forces in eV/Å.

Computed properties:
Molar mass: 315.9 Da
Kohn-Sham gap: 9.11 eV
Energy: -848.443066 Ha
Max |F|: 4.097 eV/Å

=====

Record 10
Formula: C2H3FINO
Source: the OMol25 dataset
Level of theory: ωB97M-V with the def2-TZVPD basis set

XYZ file:
```
9
Properties=species:S:1:pos:R:3:forces:R:3:nbo_charge:R:1
I -2.277 1.931 -1.221 -0.36 0.07 -0.43 0.315
F 0.477 -1.395 1.374 -0.48 -0.03 0.19 -0.326
O 0.242 0.244 -1.677 0.62 -0.65 0.98 -0.441
N -1.367 1.154 0.364 2.78 -2.04 -0.01 -0.960
C 1.127 -0.756 0.365 0.93 -0.33 0.45 -0.083
C 0.224 -0.012 -0.534 -3.13 2.60 -0.68 0.715
H 1.678 -1.511 -0.219 -0.11 0.33 0.05 0.209
H 1.818 -0.030 0.819 -0.09 -0.09 -0.32 0.223
H -1.921 0.375 0.729 -0.15 0.15 -0.23 0.348
```
Positions in Å, forces in eV/Å.

Computed properties:
Molar mass: 203.0 Da
Kohn-Sham gap (spin up / spin down): 8.15 / 8.15 eV
Energy: -605.444956 Ha
Max |F|: 4.127 eV/Å

=====

Record-wise energy relative to the best compared isomer or geometry (same formula, charge and spin) values, in eV: 2.8230; 3.5834; 0.4477; 1.0463; 2.3146; 0.0452; 3.0608; 2.5373; 0.0000; 2.2466